Below is 3 unconnected molecules or ions with the total composition C41H59BrFN6O7PS3 in a non-equilibrium geometry, with properties calculated with ωB97M-V/def2-TZVPD.

Computed properties:
HOMO energy	-7.82	eV
LUMO	-1.5	eV
structure (SMILES)	COCc1c(COCOCCO)c(-c2cccnc2)c(P(C)O)c2c1Sc1c(CCF)cc(CCCSC(=S)n3ccnc3)cc1N2Br.COC[C@@H](C)N.COC[C@@H](C)N

Cartesian coordinates (Å):
C1 3.315925 -0.529920 0.807844
O1 2.220955 -0.796756 -0.180030
C2 2.877070 -1.119488 -1.491046
C3 2.561389 0.082900 -2.597422
C4 3.733031 0.837712 -3.499051
C5 5.307769 0.312031 -3.293101
O2 5.311050 -1.096703 -3.717104
C6 6.156500 -1.940744 -2.859031
O3 5.335748 -3.062146 -2.373530
C7 5.731736 -4.347282 -2.969227
C8 5.529127 -4.390928 -4.603710
O4 4.315420 -3.693427 -5.077564
C9 3.330153 2.043654 -4.585197
C10 4.579674 2.693097 -5.471194
C11 4.722713 2.193565 -7.047805
C12 6.055938 2.901111 -7.770280
C13 6.922731 3.899699 -6.819688
N1 6.723862 4.337222 -5.408606
C14 5.554226 3.741930 -4.700818
C15 1.804202 2.593590 -4.806398
P1 1.225061 3.959771 -5.997537
C16 0.525221 5.365365 -4.844459
O5 2.514282 4.689692 -6.905032
C17 0.619382 1.836839 -3.903217
C18 1.015138 0.598008 -2.850550
S1 -0.502183 -0.157463 -1.965138
C19 -1.501152 1.413684 -1.530871
C20 -2.254032 1.583033 -0.086598
C21 -2.189103 0.343841 1.034549
C22 -3.166550 -0.871119 0.517712
F1 -2.291690 -2.062688 0.256614
C23 -3.057368 2.966216 0.269668
C24 -3.058959 4.173618 -0.887827
C25 -3.840515 5.563377 -0.443149
C26 -2.969258 6.539328 0.545984
C27 -1.558391 5.903638 1.086486
S2 -0.501424 7.124304 2.077070
C28 1.190572 7.063226 1.251538
S3 1.404667 8.122348 -0.096611
N2 2.338048 6.157882 1.643884
C29 3.757543 6.297547 1.130992
C30 4.829168 5.178040 1.704850
N3 3.860284 4.378717 2.573307
C31 2.420934 4.929819 2.523599
C32 -2.319634 3.969084 -2.372403
C33 -1.502865 2.563030 -2.746031
N4 -0.805058 2.314659 -4.075625
Br1 -1.815661 1.089292 -5.132168
H1 2.906496 -0.173792 1.854718
H2 4.047876 0.332036 0.427615
H3 3.921106 -1.544052 0.920639
H4 2.592562 -2.186344 -1.881185
H5 4.044334 -1.096066 -1.244454
H6 6.082721 0.936055 -3.910715
H7 5.538973 0.485346 -2.152960
H8 7.084564 -2.378094 -3.456972
H9 6.599157 -1.403989 -1.915168
H10 5.021335 -5.195645 -2.528865
H11 6.830708 -4.673311 -2.659589
H12 5.398555 -5.529762 -4.921770
H13 6.512272 -3.926243 -5.087102
H14 3.547426 -3.926371 -4.478175
H15 4.003236 1.445777 -7.587004
H16 6.356794 2.647277 -8.891062
H17 7.887480 4.362790 -7.353904
H18 5.376098 4.036814 -3.560059
H19 0.224557 6.313477 -5.462806
H20 -0.450118 5.008319 -4.260199
H21 1.383155 5.686928 -4.114598
H22 3.112856 5.147187 -6.244679
H23 -1.072895 -0.074287 0.995106
H24 -2.482064 0.784605 2.079111
H25 -3.658992 -0.550893 -0.517676
H26 -3.978914 -1.127517 1.325816
H27 -3.599860 3.110108 1.296832
H28 -4.843443 5.204651 0.091644
H29 -4.176177 6.221276 -1.380569
H30 -3.642123 6.722521 1.512700
H31 -2.763296 7.622187 0.099350
H32 -0.862380 5.454102 0.260209
H33 -1.843810 5.017182 1.824113
H34 4.179337 7.093384 0.383701
H35 5.978162 5.032150 1.502065
H36 1.515681 4.440702 3.101750
H37 -2.347895 4.834593 -3.193270
C34 -3.948241 -7.051206 3.728126
O6 -2.863984 -6.216303 3.351856
C35 -2.983163 -5.647498 2.044390
C36 -3.905484 -4.409162 1.969466
C37 -5.392864 -4.748151 2.023513
N5 -3.596948 -3.441799 3.033027
H38 -4.354905 -7.610182 2.881368
H39 -4.727784 -6.455840 4.208051
H40 -3.582303 -7.766274 4.470643
H41 -1.969994 -5.331301 1.767864
H42 -3.275721 -6.412576 1.315702
H43 -3.722110 -3.924068 1.002047
H44 -5.736322 -4.983023 3.035113
H45 -5.990687 -3.894531 1.680235
H46 -5.627232 -5.598259 1.376261
H47 -2.627913 -3.137519 2.925923
H48 -3.591656 -3.955051 3.918053
C38 -6.919384 -4.897366 8.940543
O7 -5.679286 -5.587423 8.925242
C39 -5.171711 -5.860085 7.615573
C40 -4.462988 -4.661473 6.944150
C41 -5.423041 -3.598408 6.416585
N6 -3.499515 -4.025489 7.854860
H49 -7.567708 -5.190498 8.110736
H50 -6.745923 -3.819252 8.932921
H51 -7.428362 -5.137788 9.878469
H52 -4.432131 -6.659214 7.747385
H53 -5.959308 -6.273235 6.974543
H54 -3.910422 -5.051843 6.079790
H55 -5.823093 -2.959484 7.209173
H56 -4.906771 -2.935616 5.710843
H57 -6.264451 -4.054891 5.887244
H58 -2.796445 -4.717047 8.120425
H59 -3.991301 -3.833455 8.731214

Forces on the atoms, in the same order (eV/Å):
0.57 -0.07 0.07
2.42 0.05 -0.50
0.98 1.28 0.17
-1.08 2.77 -2.49
-3.17 0.58 -0.36
-1.53 1.04 -0.06
1.78 0.60 2.45
0.49 -0.84 -0.08
1.77 -0.23 -1.37
-0.62 -1.29 -0.31
0.23 -0.65 0.38
0.77 -0.98 1.53
-1.21 -1.04 1.31
0.34 0.03 -0.61
4.22 4.00 2.40
-1.85 0.12 4.40
-1.53 -1.04 -0.04
-3.47 -3.77 -2.51
0.47 -1.47 -4.24
1.53 -3.36 3.94
-0.86 0.25 -0.91
0.39 0.66 0.81
-0.48 -0.16 3.37
3.73 -1.15 0.50
1.81 2.21 -1.94
0.76 2.76 -0.18
-0.98 2.90 -0.33
-0.13 2.45 -1.45
0.39 0.61 -1.81
0.41 0.54 -0.20
-1.91 2.19 0.61
2.47 -0.68 -4.73
1.27 -2.77 -0.39
-0.18 -0.52 -0.73
0.10 0.80 1.17
-0.46 -1.65 -0.21
1.08 -1.06 -0.54
1.22 0.53 -2.45
-0.29 -2.28 2.93
2.93 -1.83 0.52
3.21 -2.02 0.74
-8.70 2.81 0.13
-3.13 3.04 -1.70
4.81 0.06 -1.03
0.41 -2.55 2.16
-2.19 0.45 4.54
1.15 -0.05 2.94
0.03 0.06 0.04
0.44 -0.92 -2.35
-1.59 -1.83 0.66
-1.10 2.19 0.00
0.33 2.20 0.77
-2.55 -0.23 -1.11
-1.71 -1.10 1.01
-0.35 -0.69 -2.09
-2.01 1.00 0.98
-1.17 -0.62 -1.79
1.36 2.12 -0.65
-2.12 0.86 -0.79
0.75 2.28 0.72
-2.53 -0.87 0.63
1.52 0.32 -0.88
1.47 1.64 1.37
-0.63 0.75 2.79
-2.40 -1.03 1.51
0.38 -0.76 -2.88
0.67 -1.98 0.85
2.47 0.51 -1.29
-1.81 -0.50 -1.01
-0.53 -0.61 -1.23
-2.45 0.92 0.31
0.60 -1.02 -2.05
1.11 -1.00 2.28
1.76 0.09 -1.66
1.17 -0.31 -2.23
2.29 0.85 -1.09
0.85 -1.73 1.92
1.51 -0.29 -2.03
-0.44 -2.51 0.67
-1.54 0.94 1.38
0.81 1.87 -1.59
-1.80 -1.41 1.68
-2.86 0.22 0.64
2.25 1.32 -1.45
-0.07 -2.08 2.14
0.29 0.12 0.36
-0.20 -0.08 -0.51
0.23 0.30 0.10
-0.06 -0.23 0.22
-0.29 0.11 -0.10
0.34 -0.12 -0.01
-0.05 0.09 -0.04
-0.22 -0.13 -0.11
0.07 0.08 -0.12
-0.11 -0.02 0.17
-0.17 -0.05 0.07
0.15 -0.11 0.18
0.12 0.01 -0.08
0.16 -0.13 0.09
0.01 0.04 0.05
-0.21 0.04 -0.07
-0.10 0.16 -0.18
0.18 0.04 0.44
-0.07 -0.17 -0.63
0.31 -0.01 0.19
-0.26 0.14 0.35
0.02 0.25 -0.27
-0.01 -0.38 0.17
0.06 0.05 -0.07
-0.21 0.03 -0.16
0.12 -0.08 -0.10
-0.07 0.13 0.12
-0.13 0.13 -0.01
0.02 -0.10 0.16
0.07 -0.17 -0.03
-0.07 -0.15 0.16
0.02 0.03 0.03
-0.05 0.21 -0.13
0.10 0.05 -0.26

=====

Below is a molecular structure, C28H36F6N8OSbV, with properties calculated with ωB97M-V/def2-TZVPD.

Computed properties:
total charge	+2
HOMO energy (spin up / spin down)	-14.51 / -14.51	eV
LUMO (spin up / spin down)	-5.9 / -5.8	eV
spin multiplicity	3

Cartesian coordinates (Å):
V1 0.080407 -0.091551 0.414480
C1 2.956467 -1.015661 1.062893
N1 2.117870 0.190784 1.247509
C2 2.636905 1.323644 0.438249
C3 2.526256 0.908857 -1.002585
C4 3.383765 1.351049 -1.986945
C5 3.280639 0.797412 -3.255801
C6 2.351836 -0.204828 -3.478133
C7 1.512141 -0.576248 -2.443949
N2 1.572856 -0.010887 -1.235251
C8 2.088383 0.525212 2.683704
C9 0.934580 1.430518 2.960949
C10 0.912354 2.320948 4.015473
C11 -0.226084 3.086784 4.216349
C12 -1.292341 2.940461 3.345259
C13 -1.187250 2.032747 2.311427
N3 -0.096390 1.279730 2.119288
C14 2.115274 -2.256501 1.070408
C15 2.684992 -3.495729 1.310710
C16 1.898053 -4.629997 1.226103
C17 0.554418 -4.486682 0.911799
C18 0.055207 -3.218928 0.708397
N4 0.811572 -2.109382 0.782269
H1 3.726851 -1.064956 1.835996
H2 3.476596 -0.960519 0.107433
H3 3.674935 1.546016 0.701675
H4 2.033682 2.209808 0.644327
H5 4.129187 2.101602 -1.761982
H6 3.938244 1.125640 -4.049400
H7 2.270265 -0.692590 -4.438797
H8 0.764734 -1.342552 -2.588244
H9 3.037332 0.967880 2.999295
H10 1.962288 -0.406744 3.242713
H11 1.773918 2.414525 4.662453
H12 -0.272186 3.796087 5.031562
H13 -2.188035 3.536440 3.441152
H14 -1.991980 1.916127 1.599863
H15 3.736253 -3.563038 1.557043
H16 2.322730 -5.608094 1.407674
H17 -0.103539 -5.340331 0.836731
H18 -0.989676 -3.071068 0.492620
N5 -1.322648 -0.495810 -1.221101
C19 -2.105874 -1.739664 -1.450919
C20 -3.390963 -1.543511 -2.254423
C21 -3.280606 -1.443085 -3.775379
C22 -2.570639 -0.211990 -4.316901
N6 -1.109018 -0.330898 -4.157470
H19 -1.989329 0.266212 -1.076975
H20 -0.930458 -0.252784 -2.146600
H21 -2.383649 -2.149644 -0.482067
H22 -1.450124 -2.466066 -1.937137
H23 -3.912675 -0.657893 -1.869475
H24 -4.037230 -2.393504 -2.022586
H25 -4.295375 -1.456600 -4.176971
H26 -2.793385 -2.342848 -4.167014
H27 -2.894980 0.679082 -3.775870
H28 -2.850620 -0.064888 -5.362788
H29 -0.673694 0.547049 -4.421815
H30 -0.767675 -1.028773 -4.811842
F1 -0.152739 1.767078 -0.430130
Sb1 -1.210433 3.276459 -1.266926
F2 -2.669577 2.168394 -0.707729
F3 -1.087773 2.199734 -2.802835
F4 0.474616 3.999324 -1.614997
F5 -2.276491 4.552197 -2.071305
F6 -1.242200 4.074956 0.426057
N7 -5.927262 -1.348689 4.398450
C23 -4.728668 -1.968695 4.410608
O1 -4.437840 -2.892485 5.135362
C24 -3.695955 -1.479474 3.413520
C25 -2.365057 -1.766438 3.694082
C26 -1.396246 -1.398596 2.789667
N8 -1.669202 -0.790904 1.620868
C27 -2.950841 -0.502179 1.365758
C28 -3.985758 -0.826370 2.226367
H31 -6.610627 -1.644660 5.078004
H32 -6.084927 -0.480394 3.920211
H33 -2.112329 -2.285741 4.608141
H34 -0.353819 -1.601747 2.997050
H35 -3.171785 0.021713 0.446438
H36 -4.998854 -0.585354 1.934456

Forces on the atoms, in the same order (eV/Å):
0.05 -0.13 -0.19
0.01 0.02 0.00
-0.01 0.00 0.04
0.00 0.00 0.00
-0.01 -0.01 0.01
0.00 0.00 0.00
0.00 0.01 0.00
-0.01 -0.01 0.01
0.00 0.02 -0.01
0.00 0.01 0.04
0.00 0.00 0.00
-0.01 0.00 0.01
0.00 0.01 0.00
0.02 0.00 0.01
-0.01 0.00 -0.02
0.00 0.01 -0.01
0.00 0.01 0.03
0.01 -0.02 0.00
0.00 0.01 -0.01
0.00 -0.01 0.01
-0.01 0.01 -0.01
0.03 -0.01 0.02
-0.03 0.03 -0.03
0.00 0.00 0.00
0.00 0.00 -0.01
0.00 0.00 0.00
0.00 0.00 0.00
0.00 0.00 0.00
0.00 0.00 0.00
0.00 0.00 0.00
0.00 -0.01 -0.01
0.00 0.00 0.00
0.00 0.00 0.00
0.00 0.00 0.00
0.00 0.00 0.00
0.00 0.00 0.00
0.01 0.02 0.00
0.00 0.00 0.00
0.00 0.00 0.00
0.00 0.00 0.00
-0.02 0.00 0.00
-0.02 -0.03 0.07
-0.01 -0.01 0.00
0.01 0.00 -0.01
0.00 0.00 0.00
0.01 -0.01 0.01
0.01 0.00 0.01
0.00 0.03 -0.02
0.00 0.00 -0.04
0.00 -0.01 0.00
0.00 0.01 -0.01
0.00 0.01 0.00
0.00 0.00 0.00
0.00 0.00 0.00
0.00 -0.01 0.00
0.00 0.02 0.01
0.00 0.00 0.00
0.00 0.01 0.00
0.00 0.00 0.00
-0.08 0.09 0.21
-0.03 -0.05 -0.01
0.05 0.00 -0.01
-0.01 -0.03 -0.09
-0.03 0.03 -0.01
0.01 0.03 -0.03
0.05 -0.03 0.00
0.00 0.00 0.00
0.00 0.00 0.01
0.00 0.00 0.00
0.00 0.00 -0.01
0.01 0.00 0.00
-0.02 0.00 -0.02
0.06 0.04 0.02
-0.01 -0.01 0.01
0.01 0.01 -0.01
0.00 0.00 0.00
0.00 0.00 0.00
0.00 0.00 0.00
0.00 0.00 0.00
-0.01 0.00 0.00
0.00 0.00 0.00

=====

Below is 4 unconnected molecules or ions with the total composition C12H24O10S2 in a non-equilibrium geometry, with properties calculated with ωB97M-V/def2-TZVPD.

Computed properties:
total charge	+1
HOMO energy (spin up / spin down)	-11.65 / -11.65	eV
LUMO (spin up / spin down)	-3.1 / -9.4	eV
spin multiplicity	2

Cartesian coordinates (Å):
C1 -11.492033 -7.807613 26.028826
C2 -10.938104 -9.185305 25.669859
C3 -11.863913 -9.768736 24.705200
O1 -12.971495 -8.917439 24.760751
C4 -12.548708 -7.557161 24.925756
H1 -10.715206 -7.070209 25.826667
H2 -11.879125 -7.665948 27.037878
H3 -10.748132 -9.746687 26.584656
H4 -9.940698 -9.174448 25.230360
H5 -12.112875 -10.765771 25.068563
H6 -11.440741 -9.869992 23.705813
H7 -13.286620 -6.789396 25.158395
H8 -12.121824 -7.376382 23.939256
C5 -15.446460 -7.377834 17.011955
C6 -15.698663 -8.864237 16.646520
C7 -15.306358 -8.962504 15.239146
O2 -15.160335 -7.617770 14.821120
C8 -15.613237 -6.641005 15.753702
H9 -14.381607 -7.294514 17.229314
H10 -16.052422 -7.127253 17.882656
H11 -16.729868 -9.215641 16.681753
H12 -15.240311 -9.625220 17.278115
H13 -15.967144 -9.490852 14.551903
H14 -14.369862 -9.520231 15.235566
H15 -16.677405 -6.450373 15.614742
H16 -14.954980 -5.772268 15.763705
C9 -13.014496 -8.865347 21.269964
C10 -13.577690 -8.646572 19.890109
O3 -12.895854 -7.639827 19.213089
S1 -11.289200 -7.581177 19.726829
O4 -11.034388 -6.238672 20.168034
O5 -10.440213 -8.173627 18.755840
O6 -11.603463 -8.547125 21.077571
H17 -13.128574 -9.870979 21.674681
H18 -13.303891 -8.090305 21.979648
H19 -14.653009 -8.476328 19.837020
H20 -13.436455 -9.506721 19.235668
C11 -13.027271 -4.455827 17.578228
C12 -11.880813 -4.969232 16.766728
O7 -11.368948 -3.926076 16.022344
S2 -12.458514 -2.779056 15.605341
O8 -12.851575 -2.931043 14.185013
O9 -12.204411 -1.492458 16.228652
O10 -13.592296 -3.668201 16.471701
H21 -12.854582 -3.769104 18.406902
H22 -13.683609 -5.212592 18.007933
H23 -12.305550 -5.783449 16.179566
H24 -11.033510 -5.424574 17.279417

Forces on the atoms, in the same order (eV/Å):
0.85 1.80 -1.52
2.58 0.62 1.72
-0.89 -0.80 0.25
-3.27 -0.31 -0.76
1.54 -1.95 0.38
0.21 0.20 0.65
-0.06 -0.29 -0.18
-0.54 -0.34 -0.03
0.15 0.62 -0.01
-0.67 -0.05 -0.42
0.02 0.23 -0.31
-0.49 -0.74 0.05
0.61 1.02 0.08
0.61 -2.16 1.94
-1.72 -0.69 1.31
0.49 0.71 0.60
0.09 0.03 -2.21
0.27 -0.55 0.91
-0.01 -0.03 0.67
0.11 0.53 -0.28
-0.53 0.69 0.37
0.59 0.43 0.06
-0.09 0.17 -0.56
0.81 0.33 -0.98
-0.24 0.32 -0.92
-0.34 0.38 -1.03
0.98 1.62 -0.16
-1.19 -1.90 -1.02
2.03 1.60 0.28
-2.06 0.32 2.14
-0.28 -1.24 -0.45
-0.46 -0.37 0.44
1.31 0.41 -2.00
0.13 0.16 -0.16
-0.68 -0.36 0.10
0.03 0.51 0.44
0.07 -0.76 0.45
0.36 1.88 -0.50
0.62 -2.01 1.45
0.98 2.21 -1.46
-1.77 -1.67 -0.45
1.22 0.66 3.74
-0.15 -2.55 -1.25
-1.52 1.02 -0.08
0.65 0.02 -0.08
-0.34 -0.04 -0.79
0.06 0.07 -0.78
-0.05 0.27 0.36